Model w:
# C4H6BrN3

C4H6BrN3 in the gas phase (ωB97M-V/def2-TZVPD, the OMol25 dataset).

The structure (SMILES) is CN(Br)n1cccn1. For the HOMO energy, the calculation gives -9.4 eV. As for the LUMO energy: -0.241 eV. Its total charge is 0.

CARTESIAN COORDINATES (ANGSTROEM)
C1 2.065 -0.196 0.947
C2 1.071 -0.998 1.442
C3 1.473 0.580 0.037
C4 -2.181 0.470 -0.818
N1 -0.087 -0.807 0.927
N2 0.146 0.175 -0.025
N3 -0.593 0.414 -1.092
Br1 -0.366 -1.058 -2.412
H1 3.107 0.080 1.365
H2 1.089 -1.696 2.335
H3 1.886 1.387 -0.495
H4 -2.713 -0.078 -1.523
H5 -2.480 0.182 0.161
H6 -2.418 1.545 -0.848

Atomic partial charges in e from the Mulliken method, atoms 1 to 2: atom 1 (C): -0.457, atom 2 (C): -0.111

---

Model x:
# C4H6BrN3

C4H6BrN3 in the gas phase (ωB97M-V/def2-TZVPD, the OMol25 dataset).

For the HOMO energy (spin up / spin down), the calculation gives -7.3 / -7.3 eV. As for the LUMO energy (spin up / spin down): -0.948 / -0.947 eV. Its total charge is 0.

CARTESIAN COORDINATES (ANGSTROEM)
C1 -0.088 -1.677 -0.438
C2 -0.569 -1.928 0.781
C3 0.307 -0.394 -0.969
C4 -1.011 1.139 1.465
N1 0.045 1.177 0.800
N2 0.200 0.845 -0.465
N3 0.588 1.899 -1.288
Br1 -0.786 1.802 3.298
H1 0.095 -2.538 -0.983
H2 -0.763 -2.917 1.036
H3 0.517 -0.249 -2.003
H4 -0.742 -1.202 1.596
H5 1.110 2.623 -0.773
H6 1.097 1.420 -2.058

Atomic partial charges in e from the Mulliken method, atoms 1 to 2: atom 1 (C): -0.270, atom 2 (C): -0.681

---

Top of the stability list: model w, leading by 0.0966 hartree.

---

Model w:
# C19H25N3O3

C19H25N3O3 in the gas phase (ωB97M-V/def2-TZVPD, the OMol25 dataset).

The structure (SMILES) is CN1CCN(C(=O)CCCOc2cc(=O)n(C)c3ccccc23)CC1. For the HOMO energy, the calculation gives -8.1 eV. As for the LUMO energy: 0.664 eV. Its total charge is 0.

CARTESIAN COORDINATES (ANGSTROEM)
C1 -4.974 -2.289 1.280
N1 -4.496 -1.306 0.334
C2 -4.312 -0.005 0.943
H1 -3.507 -0.020 1.702
C3 -3.969 1.022 -0.138
N2 -2.763 0.627 -0.826
C4 -1.720 1.414 -1.186
O1 -0.809 0.991 -1.872
C5 -1.740 2.863 -0.713
C6 -1.275 3.030 0.738
C7 0.208 2.706 0.898
H2 0.779 3.185 0.095
H3 0.577 3.076 1.865
O2 0.367 1.303 0.839
C8 1.588 0.802 0.564
C9 2.742 1.511 0.515
C10 4.013 0.910 0.201
O3 5.059 1.539 0.158
N3 4.001 -0.459 -0.058
C11 2.861 -1.218 0.002
C12 2.882 -2.598 -0.246
C13 1.726 -3.343 -0.179
C14 0.510 -2.747 0.137
C15 0.468 -1.395 0.384
C16 1.626 -0.619 0.321
H4 -0.453 -0.894 0.629
H5 -0.388 -3.343 0.183
H6 1.769 -4.404 -0.375
H7 3.807 -3.092 -0.493
C17 5.268 -1.067 -0.403
H8 6.010 -0.268 -0.395
H9 5.549 -1.824 0.331
H10 5.227 -1.512 -1.398
H11 2.789 2.570 0.708
H12 -1.435 4.065 1.046
H13 -1.844 2.379 1.403
H14 -2.734 3.292 -0.844
H15 -1.053 3.406 -1.366
C18 -2.860 -0.713 -1.374
C19 -3.255 -1.718 -0.296
H16 -2.444 -1.808 0.448
H17 -3.405 -2.694 -0.761
H18 -3.623 -0.720 -2.162
H19 -1.891 -0.968 -1.805
H20 -4.799 1.052 -0.858
H21 -3.862 2.001 0.322
H22 -5.243 0.289 1.434
H23 -5.923 -1.954 1.694
H24 -5.135 -3.232 0.760
H25 -4.269 -2.462 2.110

Atomic partial charges in e from the Mulliken method, atoms 1 to 2: atom 1 (C): -1.044, atom 2 (N): -0.079

---

Model x:
# C19H25N3O3

C19H25N3O3 in the gas phase (ωB97M-V/def2-TZVPD, the OMol25 dataset).

The structure (SMILES) is CCCCCCN/C(C)=C1/C(=O)NC(=O)N(Cc2ccccc2)C1=O. For the HOMO energy, the calculation gives -8.8 eV. As for the LUMO energy: 0.583 eV. Its total charge is 0.

CARTESIAN COORDINATES (ANGSTROEM)
C1 6.277 2.339 0.210
C2 5.649 1.744 -1.045
C3 4.122 1.674 -0.982
C4 3.560 0.801 0.142
C5 3.957 -0.668 0.014
C6 3.278 -1.536 1.082
N1 1.843 -1.523 0.956
C7 1.075 -2.215 0.134
C8 -0.308 -1.937 0.079
C9 -0.859 -0.841 0.842
O1 -0.196 -0.126 1.601
N2 -2.208 -0.568 0.712
C10 -3.086 -1.294 -0.064
O2 -4.266 -1.046 -0.139
N3 -2.515 -2.336 -0.740
C11 -1.181 -2.728 -0.761
O3 -0.875 -3.677 -1.458
H1 -3.142 -2.886 -1.318
C12 -2.751 0.589 1.428
C13 -2.614 1.833 0.591
C14 -1.492 2.644 0.712
C15 -1.353 3.765 -0.087
C16 -2.332 4.085 -1.013
C17 -3.449 3.277 -1.141
C18 -3.590 2.154 -0.344
H2 -4.455 1.517 -0.446
H3 -4.214 3.522 -1.863
H4 -2.223 4.961 -1.634
H5 -0.479 4.392 0.014
H6 -0.728 2.387 1.430
H7 -2.193 0.686 2.361
H8 -3.802 0.373 1.630
C19 1.664 -3.289 -0.712
H9 2.739 -3.361 -0.597
H10 1.202 -4.243 -0.464
H11 1.422 -3.106 -1.757
H12 1.331 -0.783 1.460
H13 3.513 -1.138 2.073
H14 3.661 -2.559 1.034
H15 5.036 -0.776 0.127
H16 3.680 -1.033 -0.977
H17 2.471 0.879 0.114
H18 3.891 1.185 1.108
H19 3.732 2.686 -0.856
H20 3.752 1.296 -1.938
H21 6.061 0.750 -1.223
H22 5.921 2.365 -1.902
H23 5.838 3.309 0.432
H24 7.347 2.473 0.068
H25 6.131 1.690 1.070

Atomic partial charges in e from the Mulliken method, atoms 1 to 2: atom 1 (C): -1.156, atom 2 (C): -0.427

---

Top of the stability list: model x, leading by 0.0641 hartree.

---

Model w:
# C2H8N2

2 unconnected molecules or ions with the total composition C2H8N2 (ωB97M-V/def2-TZVPD, the OMol25 dataset).

For the HOMO energy, the calculation gives -7.4 eV. As for the LUMO energy: 1.046 eV. Its total charge is 0.

CARTESIAN COORDINATES (ANGSTROEM)
C1 0.106 -0.323 0.541
C2 -1.260 -0.280 0.030
N1 0.470 1.446 -0.430
N2 0.973 -1.275 0.094
H1 0.312 0.050 1.537
H2 0.855 -1.601 -0.855
H3 1.098 1.626 -1.214
H4 0.204 2.282 0.091
H5 1.802 -1.486 0.626
H6 -1.604 -1.202 -0.438
H7 -1.987 0.119 0.732
H8 -0.969 0.644 -0.713

Atomic partial charges in e from the Mulliken method, atoms 1 to 2: atom 1 (C): 0.347, atom 2 (C): -1.193

---

Model x:
# C2H8N2

2 unconnected molecules or ions with the total composition C2H8N2 (ωB97M-V/def2-TZVPD, the OMol25 dataset).

The structure (SMILES) is C=C.NN. For the HOMO energy, the calculation gives -8.8 eV. As for the LUMO energy: 1.145 eV. Its total charge is 0.

CARTESIAN COORDINATES (ANGSTROEM)
C1 0.690 0.850 1.136
C2 1.564 0.235 1.919
H1 0.096 -1.303 -1.598
H2 -0.307 0.011 -2.462
H3 -1.954 0.330 -0.797
H4 -1.782 -1.252 -0.473
H5 0.264 1.792 1.478
H6 0.284 0.415 0.225
H7 1.829 0.725 2.865
H8 2.063 -0.725 1.725
N1 -0.287 -0.373 -1.526
N2 -1.716 -0.557 -1.231

Atomic partial charges in e from the Mulliken method, atoms 1 to 2: atom 1 (C): -0.284, atom 2 (C): -0.534

---

Model y:
# C2H8N2

2 unconnected molecules or ions with the total composition C2H8N2 (ωB97M-V/def2-TZVPD, the OMol25 dataset).

The structure (SMILES) is [H]/N=C/N.C. For the HOMO energy, the calculation gives -9.4 eV. As for the LUMO energy: 0.818 eV. Its total charge is 0.

CARTESIAN COORDINATES (ANGSTROEM)
C1 -1.372 3.252 1.351
H1 -1.739 3.663 2.293
H2 -1.114 2.213 1.500
H3 -0.595 3.866 0.937
H4 -2.319 3.288 0.803
N1 1.468 -0.674 -0.801
C2 0.413 -1.323 -0.175
N2 -0.258 -2.208 -0.774
H5 2.149 -0.261 -0.192
H6 1.289 -0.238 -1.687
H7 0.257 -1.016 0.863
H8 -1.060 -2.485 -0.217

Atomic partial charges in e from the Mulliken method, atoms 1 to 2: atom 1 (C): -0.891, atom 2 (H): 0.259

---

Top of the stability list: model y, leading by 0.0621 hartree.